This record from OMol25 describes a single C4H3N3 molecule. The level of theory is ωB97M-V with the def2-TZVPD basis set.

Computed properties:
max |F|	0.021	Eh/bohr
2S+1	1
gap between HOMO and LUMO	10.239	eV
lowest unoccupied orbital energy	0.634	eV
energy above the lowest of the compared OMol25 structures with the same formula, charge and spin	0.101	eV
E	-318.48102	Eh
structure (SMILES)	N#Cc1ncc[nH]1

Each line ends with the Löwdin charge.
Element x y z (Å)
C -0.558 -0.575 0.070  -0.3862
H 1.969 1.394 -0.372  0.1128
H 1.054 -0.931 -1.169  0.1544
N -1.058 0.480 0.660  0.1157
N 0.703 -0.376 -0.414  0.0947
C -0.073 1.428 0.556  -0.1385
C 1.019 0.937 -0.110  -0.0788
C -1.175 -1.861 -0.060  -0.1321
N -1.663 -2.908 -0.140  0.1564
H -0.219 2.412 0.979  0.1016

Force components x, y, z for each atom (eV/Å):
C -0.08 -0.20 -0.15
H -0.35 -0.22 0.02
H 0.57 -0.21 -0.01
N 0.28 -0.18 0.07
N -0.40 0.81 0.22
C 0.10 0.11 0.04
C -0.07 -0.13 -0.17
C -0.67 -0.81 0.07
N 0.51 0.97 -0.01
H 0.12 -0.14 -0.07


This record from OMol25 describes a gas-phase ion, C26H41BN3 (charge -1). The level of theory is ωB97M-V with the def2-TZVPD basis set.

Computed properties:
max |F|	0.025	Eh/bohr
charge	-1
2S+1	1
gap between HOMO and LUMO	7.106	eV
lowest unoccupied orbital energy	2.552	eV
E	-1204.41413	Eh

Each line ends with the Löwdin charge.
Element x y z (Å)
H 2.566 1.134 1.913  0.0981
C 2.360 -2.481 -0.239  -0.0544
H 2.971 -3.160 -3.928  0.0865
C -4.464 -1.830 -0.194  -0.1333
H 6.900 -0.666 0.554  0.0933
H -6.445 -1.211 3.916  0.0848
C 3.241 -1.609 -0.897  -0.0985
H 7.519 0.421 -0.644  0.0910
H -1.499 3.764 -0.639  0.0959
H -5.003 1.516 -1.907  0.0960
C 6.792 1.083 2.335  -0.1705
H -3.918 1.152 0.459  0.0823
H 2.442 0.940 -1.150  0.0958
C -6.325 -2.911 1.084  -0.1075
C 5.438 0.022 -0.910  -0.1464
C -6.923 -2.723 2.312  -0.1126
H -4.203 2.744 -0.192  0.1096
N 1.955 -3.824 -2.222  0.0175
C 6.541 1.473 0.948  -0.2047
C -5.257 -1.226 2.101  -0.1004
H 7.251 2.246 0.660  0.1041
H -1.953 1.711 1.540  0.1070
C 1.774 -3.524 -0.938  -0.1999
C -2.898 1.459 -1.374  -0.1915
H 0.313 2.391 -1.089  0.1064
C 6.653 0.243 0.010  -0.2332
H -2.815 3.226 1.633  0.0992
C 2.041 1.110 0.958  -0.2282
C -4.091 1.063 -2.298  -0.1928
H -6.014 -1.649 -1.665  0.1036
H 1.091 -4.176 -0.386  0.0862
H 4.052 -1.295 -2.849  0.0928
H -3.326 -0.985 -2.315  0.1065
H 7.546 0.225 4.262  0.0019
N -5.321 -1.997 0.979  -0.1357
C -2.355 2.524 0.931  -0.2047
H 2.142 -2.336 0.811  0.0886
H -2.308 0.559 -1.214  0.1028
C -3.425 1.993 -0.040  -0.2058
H -5.682 -0.187 -0.734  0.1048
H -6.566 -3.626 0.318  0.1127
H 0.924 2.818 1.830  0.0977
C -5.218 -1.016 -1.271  -0.1727
H -4.543 -0.430 2.217  0.1079
H -0.377 1.202 0.043  0.0925
H 1.856 3.141 0.354  0.0997
C -6.254 -1.657 2.954  -0.1087
C 3.019 0.983 -0.218  -0.1362
H -2.303 2.205 -1.897  0.1003
H -0.764 3.994 0.928  0.0947
B 4.003 -0.353 -0.143  -0.7269
H -4.205 -2.807 -0.600  0.1268
C 7.135 0.735 3.427  0.0699
H -7.764 -3.264 2.714  0.0832
H -3.566 -1.294 0.104  0.1181
H 5.747 -0.742 -1.636  0.0722
H 4.911 -1.565 1.339  0.0517
C -1.162 3.233 0.255  -0.2117
H 3.626 1.896 -0.228  0.0761
H 5.531 1.878 0.886  0.0967
C 1.203 2.420 0.851  -0.2102
C 2.773 -2.989 -2.874  -0.1822
C -4.284 -0.468 -2.377  -0.1953
C 3.393 -1.918 -2.250  -0.0663
N 4.319 -0.739 1.328  0.0818
H 5.281 0.935 -1.502  0.0869
H 3.494 -1.005 1.857  0.0251
H -4.761 -0.695 -3.332  0.0987
C -0.026 2.227 -0.065  -0.2132
H -3.948 1.427 -3.316  0.0994
H 1.328 0.280 0.926  0.0967

Force components x, y, z for each atom (eV/Å):
H 0.15 -0.31 -0.02
C 0.32 0.27 -0.59
H -0.17 -0.22 0.00
C -0.89 0.43 -0.32
H -0.17 0.04 0.27
H -0.13 -0.16 0.05
C -0.23 -0.08 0.05
H 0.09 -0.03 0.13
H -0.03 0.01 -0.01
H -0.11 0.05 -0.16
C 0.27 0.40 -0.43
H -0.24 0.08 0.00
H 0.06 0.22 -0.08
C -0.31 0.17 0.74
C -0.11 -0.17 0.20
C -0.15 0.03 0.04
H 0.10 0.12 -0.22
N 0.14 0.20 -0.29
C -0.53 -0.62 0.34
C -0.65 -0.37 0.25
H -0.01 0.10 0.00
H -0.01 -0.06 -0.01
C -0.51 -0.35 0.67
C -1.19 0.14 -0.44
H -0.08 -0.36 -0.10
C 0.20 0.36 -0.95
H -0.19 -0.12 -0.01
C -0.47 1.00 -0.50
C 0.68 -0.61 0.20
H -0.04 0.08 -0.10
H 0.06 -0.05 -0.18
H -0.05 -0.04 -0.05
H 0.09 0.02 -0.28
H -0.20 0.19 0.26
N 0.87 -0.18 -0.61
C 0.19 0.56 -0.06
H -0.07 -0.15 0.08
H 0.36 0.17 0.04
C 0.50 -0.42 0.45
H -0.18 0.04 -0.12
H 0.19 0.05 -0.17
H -0.15 -0.10 0.02
C 0.71 -0.05 0.48
H 0.12 -0.03 -0.11
H -0.12 -0.03 -0.18
H -0.04 0.34 0.31
C 0.42 0.40 -0.14
C -0.09 -0.62 0.67
H 0.24 -0.04 0.17
H -0.02 0.05 0.03
B 0.22 0.02 -0.08
H 0.22 -0.05 0.16
C 0.37 -0.44 0.26
H 0.01 -0.12 -0.09
H 0.11 -0.12 0.09
H -0.04 -0.04 0.02
H 0.04 0.04 0.11
C -0.01 -0.60 0.12
H 0.02 0.04 -0.13
H 0.01 0.06 -0.06
C 0.21 -0.80 -0.54
C 0.02 0.17 0.53
C -1.09 0.18 0.22
C 0.38 0.35 -0.42
N 0.00 0.06 0.00
H 0.12 0.01 -0.06
H 0.00 0.09 0.02
H 0.26 -0.14 -0.11
C 0.23 1.01 0.26
H 0.13 0.16 0.07
H 0.15 -0.21 0.33


This record from OMol25 describes a molecular structure, C23H43Cl2CrIN3O4Si. The level of theory is ωB97M-V with the def2-TZVPD basis set.

Computed properties:
max |F|	0.055	Eh/bohr
2S+1	4
gap between HOMO and LUMO (alpha / beta)	6.618 / 8.320	eV
lowest unoccupied orbital energy (alpha / beta)	-1.373 / 0.331	eV
E	-3919.55959	Eh
⟨S²⟩	3.905

Each line ends with the Löwdin charge.
Element x y z (Å)
H 3.010 -3.791 -5.865  0.0670
H 1.075 3.033 1.402  0.1177
C 0.033 2.687 1.448  -0.2819
N -0.913 3.648 1.360  -0.1568
H -2.565 -0.592 -0.823  0.0535
C -0.684 -2.222 3.072  -0.2928
Cr 0.865 -0.269 0.859  -0.0199
H -2.236 0.135 8.762  0.0851
C -0.987 -4.478 3.953  -0.0476
H 2.844 0.437 -2.520  0.0846
Si -0.536 -0.005 -1.913  0.3451
H 0.227 2.437 -1.611  0.0024
H 2.816 2.432 -3.711  0.1188
C 2.116 2.037 -4.455  -0.0222
H 4.314 -3.647 -4.692  0.0767
O -0.243 1.472 1.560  -0.1456
H -3.618 0.478 7.063  0.0834
H -2.560 2.636 2.215  0.1008
H -0.665 2.209 -3.108  0.0273
C 0.718 2.274 -6.424  -0.1050
H -1.379 1.688 8.753  0.0908
C 2.156 -0.135 -3.155  -0.3013
N -1.580 0.722 6.878  -0.2105
H -1.605 -0.119 -4.172  0.0265
C -2.921 0.998 6.399  -0.0467
H -1.541 2.245 -1.574  0.0140
C -2.319 3.256 1.345  -0.0254
H 2.721 -4.208 -4.174  0.0778
H 4.613 -2.262 -2.481  0.0927
C -1.601 -0.726 -3.257  -0.1552
H -1.687 -4.117 4.717  0.0891
H -0.007 -4.589 4.441  0.0967
C -1.037 -4.062 1.493  -0.0676
O 1.067 -0.401 -2.276  -0.3660
C 3.239 -3.503 -4.835  -0.1045
H -1.951 -3.697 1.002  0.1005
C -1.398 0.679 8.316  -0.0658
H -1.749 0.613 0.197  0.0106
H -0.313 0.475 -7.082  0.1021
H -3.143 2.075 6.453  0.0956
H -0.505 -1.967 4.132  0.1404
H 3.116 -3.124 -2.145  0.0620
C 2.818 -2.087 -4.626  -0.1188
I 2.634 -0.864 2.551  0.3741
H -0.179 -3.728 0.872  -0.0366
C -1.601 -0.302 -0.385  -0.2068
H -2.910 4.175 1.374  0.0844
H -1.054 -5.151 1.571  0.0827
C 0.338 0.938 -6.344  -0.0727
H -1.518 5.624 1.189  0.0869
C 3.537 -2.121 -2.285  -0.0795
C -0.523 0.677 6.023  -0.3191
H 1.935 3.853 -5.591  0.0964
C -0.605 5.035 1.017  -0.0324
Cl 2.311 1.235 -0.130  0.1331
Cl 0.763 -2.392 -0.536  0.2341
H -0.287 5.123 -0.035  0.0984
H 0.584 -0.913 -5.231  0.1100
H -1.332 -1.120 0.286  -0.0351
H -2.642 -0.794 -2.910  0.0267
H 3.390 -1.559 -1.362  0.0490
H -1.334 -5.443 3.574  0.0848
H -2.574 2.700 0.429  0.0819
C 1.595 2.827 -5.494  -0.0865
H 0.200 5.413 1.660  0.0950
H -3.030 0.659 5.365  0.0866
H -1.259 -1.732 -3.520  0.0420
C 0.854 0.138 -5.307  -0.0670
H -0.450 0.177 8.548  0.0874
H 0.445 0.631 6.573  0.1419
H 2.556 -1.538 -5.529  0.0923
C -0.617 1.901 -2.058  -0.1489
O -0.622 0.686 4.800  -0.0041
H 0.380 2.865 -7.272  0.0969
N -0.928 -3.537 2.845  -0.1614
C 1.717 0.695 -4.362  -0.1642
C 2.846 -1.462 -3.432  -0.2212
O -0.626 -1.356 2.183  -0.1764

Force components x, y, z for each atom (eV/Å):
H 0.08 -0.10 0.11
H -0.22 -0.05 -0.01
C -0.48 0.25 -0.10
N 0.32 -1.07 0.09
H 0.26 0.10 -0.01
C 0.23 -0.90 -0.51
Cr -1.00 -0.41 -0.12
H 0.27 -0.03 0.00
C 0.04 0.29 0.64
H 0.07 0.29 -0.43
Si 1.09 1.36 -2.20
H -0.07 -0.25 0.03
H -0.33 -0.04 -0.32
C -0.59 -0.26 -0.49
H 0.01 -0.04 0.06
O 0.49 0.45 -0.14
H -0.06 0.04 -0.29
H 0.12 0.07 -0.18
H 0.02 -0.06 0.02
C 0.05 -0.03 -0.28
H -0.02 -0.16 -0.02
C 0.17 0.48 0.21
N 0.16 -0.01 -0.09
H 0.14 -0.12 0.21
C 0.00 0.05 0.07
H 0.04 0.09 -0.09
C -0.20 -0.10 -0.11
H 0.06 0.18 0.03
H -0.28 0.21 0.00
C -0.50 -0.21 -0.38
H 0.06 -0.20 -0.16
H -0.22 -0.14 -0.26
C 0.25 0.15 -0.57
O -1.37 0.00 0.05
C 0.28 -0.24 -0.40
H 0.16 -0.17 0.15
C 0.21 0.23 -0.05
H -0.03 -0.33 -0.13
H 0.04 0.24 0.05
H 0.03 -0.21 -0.07
H -0.20 0.02 -0.27
H 0.11 0.16 0.22
C 0.15 0.80 0.47
I 0.44 -0.22 0.48
H -0.68 -0.37 0.58
C 0.34 -0.18 0.75
H -0.01 -0.31 0.04
H -0.08 0.20 -0.19
C 0.58 -0.52 0.72
H 0.53 -0.10 -0.11
C -0.18 -0.39 0.34
C -0.35 -0.04 -0.55
H -0.17 -0.05 -0.04
C 0.42 -0.02 0.02
Cl -0.30 -0.39 0.36
Cl 0.61 0.64 1.11
H -0.24 0.04 0.34
H -0.10 0.33 0.03
H -0.35 0.19 -0.15
H 0.23 -0.06 -0.20
H 0.12 -0.13 0.00
H 0.11 0.24 0.22
H 0.10 0.18 0.29
C 0.54 -0.43 0.46
H -0.23 -0.04 -0.18
H 0.04 0.05 0.24
H -0.08 0.04 0.02
C -0.36 0.75 -0.43
H -0.30 0.10 0.04
H -0.22 -0.13 -0.36
H -0.30 -0.18 0.32
C -0.22 -0.12 -0.06
O 0.21 0.10 1.10
H -0.06 0.05 0.22
N 0.25 1.37 0.32
C 0.29 -0.18 0.59
C -0.28 -0.37 -1.26
O 0.31 -0.36 0.19


This record from OMol25 describes a molecular structure, C5H12N2. The level of theory is ωB97M-V with the def2-TZVPD basis set.

Computed properties:
max |F|	0.039	Eh/bohr
2S+1	1
gap between HOMO and LUMO	6.931	eV
lowest unoccupied orbital energy	0.945	eV
energy above the lowest of the compared OMol25 structures with the same formula, charge and spin	4.478	eV
E	-307.06478	Eh

Each line ends with the Löwdin charge.
Element x y z (Å)
C 0.691 -0.845 -0.307  -0.3227
N -0.774 -0.326 0.309  -0.0878
H -0.187 2.968 0.763  0.0888
H -2.653 0.076 -0.587  0.0765
N 0.368 2.168 0.487  0.0768
H 1.310 -1.936 1.471  0.0689
C 1.590 -1.042 0.903  -0.0953
H 1.127 1.844 1.069  0.0787
C -1.970 -0.758 -0.394  -0.1204
H -0.740 1.802 -1.196  0.1201
C 0.873 0.353 -1.135  -0.2065
H -2.495 -1.527 0.177  0.0728
H -1.713 -1.179 -1.370  0.0847
H 0.743 0.204 -2.203  0.0427
H 0.586 -1.790 -0.854  0.1222
H 2.623 -1.149 0.560  0.0779
H 1.581 -0.187 1.582  0.0537
C -0.030 1.303 -0.530  -0.2484
H -0.931 0.020 1.256  0.1172

Force components x, y, z for each atom (eV/Å):
C -1.06 0.94 1.44
N 0.18 0.61 -0.84
H 0.06 -0.44 0.08
H 0.00 -0.03 0.18
N -0.56 -0.91 -0.41
H 0.05 0.06 0.02
C 0.20 -0.38 0.05
H -0.03 0.40 -0.08
C -0.08 -0.27 0.26
H -0.33 -0.07 0.29
C 0.45 0.20 -0.54
H -0.16 -0.05 -0.15
H 0.19 0.12 0.13
H -0.16 0.08 0.06
H -0.26 0.10 0.19
H -0.14 -0.05 0.00
H -0.10 0.02 -0.09
C 1.44 0.71 -0.65
H 0.28 -1.01 0.05